Entry 1:
Formula: C17H17ClN6O
Source: the OMol25 dataset
Level of theory: ωB97M-V/def2-TZVPD

Geometry as XYZ:
```
42
Properties=species:S:1:pos:R:3:forces:R:3:nbo_charge:R:1
O 1.65254 0.09358 1.02307 -0.454 0.240 0.220 -0.72
C 2.92441 -0.23642 0.52228 0.647 -0.003 -0.096 -0.06
C 3.58970 0.92570 -0.21688 -0.491 -0.222 -0.096 -0.43
C 2.78806 1.33949 -1.45746 0.138 0.222 0.276 -0.23
N 2.86636 0.36688 -2.51312 0.433 0.136 0.017 -0.58
C 1.89735 -0.52985 -2.78369 -0.355 -0.337 -0.271 0.56
N 2.19200 -1.45057 -3.71379 0.313 0.069 -0.087 -0.50
C 1.23279 -2.30138 -4.02437 -0.121 0.060 0.143 0.10
C -0.01821 -2.27431 -3.42738 -0.119 0.173 0.225 -0.33
C -0.21296 -1.29328 -2.45569 0.624 -0.386 -0.660 0.23
C -1.48707 -1.18573 -1.72964 -0.718 0.159 0.592 0.21
C -1.56390 -0.49664 -0.52745 -0.054 -0.127 -0.140 -0.33
C -2.82760 -0.43411 0.07143 0.005 -0.166 -0.451 0.42
N -3.13665 0.21993 1.22915 -0.556 0.050 -0.008 -0.60
C -2.34252 0.69073 2.26112 0.395 0.202 0.429 0.26
C -1.07003 0.19443 2.54091 -0.148 -0.055 -0.171 -0.29
C -0.35809 0.69294 3.61610 -0.057 0.094 0.034 -0.18
C -0.88228 1.67802 4.43493 -0.016 0.069 0.053 -0.27
C -2.15505 2.15396 4.16256 0.104 -0.228 -0.123 0.00
Cl -2.84803 3.37129 5.17751 -0.071 0.121 0.094 0.01
C -2.88651 1.67136 3.09530 0.069 -0.034 -0.055 -0.30
N -3.89562 -0.98547 -0.52228 -0.104 0.151 0.384 -0.50
C -3.69363 -1.62939 -1.65312 -0.163 -0.002 0.008 0.28
N -2.55081 -1.77807 -2.28582 0.444 -0.146 -0.378 -0.48
N 0.73607 -0.42243 -2.13798 -0.001 0.092 0.178 -0.52
H 1.72601 0.88925 1.56324 -0.040 -0.059 0.000 0.47
H 2.76085 -1.07257 -0.16068 0.087 -0.006 0.050 0.18
H 3.57990 -0.57615 1.33876 -0.071 -0.032 -0.164 0.16
H 3.66843 1.78377 0.45610 0.088 0.029 0.061 0.20
H 4.59895 0.62999 -0.50888 0.092 0.052 0.031 0.21
H 1.73273 1.43283 -1.19455 0.152 0.169 -0.022 0.24
H 3.15849 2.29933 -1.83160 -0.119 -0.046 0.045 0.20
H 3.75314 0.20092 -2.96224 -0.126 -0.043 -0.045 0.40
H 1.48687 -3.03407 -4.78046 -0.076 -0.081 -0.033 0.20
H -0.80442 -2.96389 -3.67701 -0.061 -0.067 -0.051 0.25
H -0.68446 -0.02731 -0.12344 0.120 0.071 0.074 0.26
H -4.13587 0.32591 1.35346 0.163 -0.099 -0.048 0.41
H -0.64093 -0.58922 1.94105 0.055 -0.070 -0.063 0.24
H 0.62005 0.28977 3.82967 0.110 -0.059 0.016 0.22
H -0.32556 2.06150 5.27441 0.030 0.050 0.085 0.23
H -3.87881 2.05130 2.90542 -0.088 0.082 -0.028 0.22
H -4.56569 -2.08204 -2.10892 -0.060 -0.021 -0.026 0.18
```
Forces are in eV/Å.

Summary:
* total charge: 0
* SMILES: OCCCNc1nccc(-c2cc(Nc3cccc(Cl)c3)ncn2)n1

Entry 2:
Formula: C16H26Br4O9
Source: the OMol25 dataset
Level of theory: ωB97M-V/def2-TZVPD

Geometry as XYZ:
```
55
Properties=species:S:1:pos:R:3:forces:R:3:nbo_charge:R:1
C 7.45554 15.48572 12.08233 0.049 -1.036 0.922 -0.65
C 6.64351 15.17577 10.84002 0.979 -0.738 0.046 0.06
C 5.16502 15.56567 10.72972 0.125 0.393 -0.500 -0.10
O 5.23746 16.85068 10.02857 -0.555 -0.970 0.889 -0.49
C 6.43726 16.94606 9.43866 -0.786 1.224 -1.545 0.97
O 6.67557 17.75769 8.58410 0.215 -0.216 0.562 -0.60
O 7.26614 16.01160 9.83867 0.176 -0.765 0.050 -0.49
H 8.51894 15.44835 11.84397 -0.053 0.569 -0.376 0.24
H 7.42445 14.67877 12.80649 -0.622 -0.324 0.250 0.22
H 7.19059 16.38701 12.63614 0.003 0.183 -0.452 0.23
H 6.79903 14.10867 10.50239 -0.134 1.100 0.467 0.21
H 4.58000 15.66720 11.64628 0.459 0.232 0.028 0.21
H 4.64374 14.83470 10.10194 0.039 0.297 -0.112 0.20
C 8.54388 7.44583 9.63988 -1.585 -1.207 0.101 -0.64
C 9.42269 8.23357 8.77763 -0.407 2.758 -1.447 0.05
C 10.87567 7.91586 8.53878 0.687 -0.725 -0.302 -0.09
O 11.04058 7.97324 7.11460 0.294 -0.164 0.403 -0.48
C 9.85855 8.08850 6.50771 -1.267 0.485 -0.198 0.98
O 9.68519 8.05918 5.32681 0.103 -0.013 0.507 -0.58
O 8.85050 8.30037 7.42418 1.263 -1.245 -0.551 -0.51
H 7.46972 7.65823 9.33407 1.307 -0.350 0.465 0.25
H 8.64225 7.66229 10.69944 0.174 0.181 0.069 0.23
H 8.76202 6.37821 9.49163 -0.331 0.137 0.074 0.21
H 9.36040 9.30666 8.98843 0.110 -0.142 0.853 0.19
H 11.29126 6.97772 8.89313 -0.636 -0.652 -0.077 0.19
H 11.53589 8.61404 9.00104 0.323 1.019 0.111 0.20
C 8.31200 15.59272 5.11099 0.511 -0.886 -0.490 -0.64
C 9.38581 15.29892 6.14327 -0.073 0.242 0.187 0.08
C 8.94563 15.56384 7.61529 -0.452 -0.930 -2.190 -0.09
O 9.40188 14.38529 8.26166 -0.161 0.691 0.943 -0.52
C 9.76858 13.41892 7.39374 0.272 0.598 1.132 0.99
O 10.11422 12.36305 7.83458 -0.068 -0.455 -0.955 -0.62
O 9.74468 13.86861 6.14623 -0.264 0.448 -0.318 -0.48
H 8.68422 15.40332 4.09971 0.248 0.284 0.089 0.23
H 7.96947 16.62560 5.16774 -0.125 -0.135 0.178 0.23
H 7.51639 14.85459 5.19436 -0.396 0.298 0.409 0.23
H 10.29491 15.86850 5.90921 -0.061 -0.351 0.062 0.19
H 7.85730 15.61861 7.67381 0.214 -0.044 0.002 0.19
H 9.35848 16.49315 7.95739 0.390 0.088 0.702 0.21
Br 7.99046 11.09523 11.17961 -0.688 -0.054 -0.101 -0.02
C 9.49414 12.30235 11.11852 -0.005 -0.189 0.175 -0.46
C 10.67371 11.46829 10.78117 1.320 -1.993 -0.190 -0.47
Br 12.29268 12.40902 11.23570 0.456 0.483 -0.176 -0.01
H 9.56338 12.76186 12.09733 0.077 -0.072 0.092 0.23
H 9.32968 13.05184 10.36686 -0.216 0.256 -0.359 0.25
H 10.74813 11.11409 9.73183 -0.274 0.866 0.531 0.26
H 10.80881 10.53606 11.37086 -0.685 0.737 -0.026 0.22
Br 5.28423 8.23441 7.52973 0.080 0.279 -0.019 -0.02
C 6.18154 9.96142 7.21652 1.312 -0.790 1.563 -0.45
C 5.14694 10.97359 6.95044 -1.108 0.423 -0.789 -0.44
Br 6.02069 12.72554 6.88884 -0.016 0.091 -0.156 -0.04
H 6.92619 9.75102 6.43646 -0.498 0.391 0.142 0.26
H 6.71923 10.23671 8.15269 -0.259 -0.525 -0.620 0.23
H 4.37764 11.09459 7.74622 0.632 -0.430 -0.724 0.24
H 4.70857 10.74171 5.95884 -0.094 0.642 0.666 0.23
```
Forces are in eV/Å.

Summary:
* total charge: 0
* SMILES: C[C@H]1COC(=O)O1.C[C@H]1COC(=O)O1.C[C@H]1COC(=O)O1.BrCCBr.BrCCBr

Entry 3:
Formula: C4H11N3O2
Source: the OMol25 dataset
Level of theory: ωB97M-V/def2-TZVPD

Geometry as XYZ:
```
20
Properties=species:S:1:pos:R:3:forces:R:3:nbo_charge:R:1
C -0.17685 -0.50935 -2.68436 0.399 0.768 1.035 -0.43
N 0.04322 -0.64285 -1.25019 0.657 0.567 0.258 -0.57
C -0.48756 -1.57490 -0.58997 -0.566 -0.479 -0.273 0.58
N -0.26227 -1.77353 0.74642 -0.255 0.190 0.314 -0.83
N -1.36958 -2.50959 -1.19250 0.847 -0.651 0.234 -0.83
H 0.56336 0.21527 -2.97539 0.386 0.216 -0.495 0.20
H -1.12010 0.00268 -2.83644 -0.496 -0.494 -0.496 0.21
H 0.01532 -1.41230 -3.26390 -0.493 -0.078 -0.024 0.18
H -0.05866 -1.01086 1.37403 0.247 -0.033 -0.289 0.42
H -0.50107 -2.66189 1.14022 -0.133 0.083 0.151 0.38
H -0.80793 -3.06545 -1.83932 -0.514 0.126 -0.212 0.38
H -1.72711 -3.14562 -0.48959 -0.150 -0.040 -0.138 0.36
C 0.93502 2.63226 2.60123 0.053 0.394 -0.192 -0.72
C 0.53223 2.34299 1.18448 -0.261 -0.460 -0.360 0.79
O -0.02771 3.09847 0.43378 0.035 0.144 0.134 -0.60
O 0.85336 1.08287 0.83937 -0.022 0.003 0.471 -0.74
H 2.01976 2.64178 2.66597 0.108 -0.112 0.082 0.24
H 0.54124 1.87889 3.26909 0.012 -0.263 0.112 0.23
H 0.55828 3.60145 2.89724 -0.058 0.186 -0.012 0.23
H 0.47707 0.80967 -0.03018 0.203 -0.065 -0.299 0.53
```
Forces are in eV/Å.

Summary:
* total charge: 0
* SMILES: CN=C(N)N.CC(=O)O

Entry 4:
Formula: C4H8N2O
Source: the OMol25 dataset
Level of theory: ωB97M-V/def2-TZVPD

Geometry as XYZ:
```
15
Properties=species:S:1:pos:R:3:forces:R:3:nbo_charge:R:1
C -0.19720 -2.20066 -0.10416 -2.826 -0.294 2.016 -0.58
C 0.37718 -1.03884 0.16715 -0.352 1.316 -1.120 0.44
O 1.65330 -0.80703 -0.21200 0.160 0.861 0.801 -0.49
C 1.95210 0.55525 0.08182 0.285 1.289 -3.669 0.08
N 0.82304 1.20972 0.67208 -0.816 -1.012 -0.421 -0.47
N -0.22710 0.20816 0.63963 0.792 -0.145 0.251 -0.32
C -1.43805 0.70634 0.00500 -0.651 0.705 -0.308 -0.41
H 0.34336 -3.13562 -0.38239 -0.724 1.195 0.129 0.24
H -1.29184 -2.15545 0.33717 2.235 -0.937 -1.234 0.21
H 2.19473 1.11197 -0.92979 -0.121 -1.318 1.756 0.16
H 2.76762 0.56793 0.73120 1.593 0.219 0.879 0.17
H 1.05398 1.41637 1.62113 -0.252 -0.135 0.811 0.35
H -1.72896 1.77039 0.25773 0.729 -1.310 0.624 0.22
H -1.36784 0.80144 -1.08726 0.036 -0.678 -0.041 0.18
H -2.23944 0.03741 0.33347 -0.090 0.246 -0.473 0.21
```
Forces are in eV/Å.

Summary:
* total charge: 0
* SMILES: C=C1OCNN1C

Entry 5:
Formula: C38H53AlClN6O4Te
Source: the OMol25 dataset
Level of theory: ωB97M-V/def2-TZVPD

Geometry as XYZ:
```
104
Properties=species:S:1:pos:R:3:forces:R:3:lowdin_spin:R:1
Al 0.28259 0.78212 -0.47190 -0.146 0.027 0.017 0.00
C 0.84172 3.89836 2.82476 0.020 -0.001 0.005 0.00
O 0.33563 2.55570 3.08139 -0.043 0.022 0.003 0.00
C 0.19026 1.76145 2.07900 0.030 -0.039 0.004 0.00
O 0.51859 2.04574 0.89367 0.141 -0.011 0.029 0.00
N -0.33835 0.56885 2.34418 -0.038 0.047 0.003 0.00
N -0.44410 -0.25831 1.22679 0.006 -0.005 -0.024 0.00
H 0.76187 4.40845 3.77672 0.006 0.000 0.001 0.00
H 0.22276 4.37970 2.07279 -0.005 0.005 0.007 0.00
H 1.87811 3.83487 2.50348 -0.004 0.001 -0.008 0.00
H -0.58737 0.26993 3.27576 0.021 -0.015 0.002 0.00
H -1.40718 -0.55999 1.08874 0.021 -0.005 0.015 0.00
H 0.17414 -1.07097 1.32414 0.004 -0.043 0.002 0.00
C -0.77390 -2.32055 -2.80810 0.004 -0.003 0.022 0.01
C 0.41453 -1.74010 -2.07364 0.014 0.012 0.007 0.01
O 1.49842 -2.41473 -2.21755 0.016 -0.036 -0.039 0.19
N 0.31722 -0.66270 -1.37106 0.019 0.003 -0.019 0.00
Te 3.44099 -1.17615 -1.58575 0.021 0.026 0.005 0.48
C 5.54986 -1.23523 -1.31372 0.009 -0.023 0.046 0.09
C 6.27362 -0.22227 -1.96109 0.022 0.009 -0.020 0.04
C 5.65480 0.80402 -2.87977 -0.006 0.016 0.011 0.01
C 7.64183 -0.13723 -1.72490 -0.005 -0.008 -0.038 0.00
C 8.30483 -1.04378 -0.91073 -0.002 -0.016 0.009 0.03
C 9.78543 -0.95281 -0.68465 0.001 -0.001 -0.001 0.00
C 7.56638 -2.07403 -0.33242 0.011 0.015 0.009 0.00
C 6.20031 -2.19833 -0.52431 -0.011 0.006 -0.015 0.02
C 5.48090 -3.35685 0.10631 -0.005 -0.002 0.002 0.01
C 2.94264 -1.23439 0.47647 -0.025 0.004 -0.014 0.02
C 2.34567 -2.34039 1.08905 -0.011 -0.009 -0.027 0.00
C 2.08453 -3.66394 0.42061 0.016 -0.011 0.000 0.01
C 2.00482 -2.24026 2.44358 0.014 -0.012 0.035 0.00
C 2.26684 -1.10491 3.19738 -0.003 -0.026 -0.003 0.00
C 1.94380 -1.04428 4.66461 -0.006 -0.005 0.000 0.00
C 2.87786 -0.02789 2.56108 0.025 0.007 -0.044 0.00
C 3.22327 -0.06713 1.21433 0.001 0.004 0.043 0.01
C 3.94423 1.12033 0.62805 -0.004 -0.011 -0.005 0.02
H -0.52062 -2.47008 -3.85746 0.002 0.004 -0.002 0.00
H -1.64886 -1.67984 -2.72032 0.004 -0.003 0.004 0.00
H -1.00296 -3.30466 -2.39775 -0.002 -0.001 -0.002 0.00
H 4.83617 0.40537 -3.47926 0.020 -0.019 -0.021 0.00
H 6.40674 1.17662 -3.57297 0.008 0.024 0.017 0.00
H 5.27461 1.66237 -2.31749 -0.032 -0.011 -0.003 0.00
H 8.20647 0.65039 -2.21079 0.003 0.000 0.000 0.00
H 10.20691 -0.06277 -1.14726 0.001 0.000 0.000 0.00
H 10.28963 -1.82506 -1.10330 0.001 0.001 -0.001 0.00
H 10.01325 -0.92808 0.38151 0.001 0.000 0.000 0.00
H 8.07764 -2.81234 0.27512 0.001 0.000 0.001 0.00
H 6.19146 -4.11868 0.42085 0.000 -0.003 -0.008 0.00
H 4.78373 -3.82218 -0.59185 -0.015 0.003 0.000 0.00
H 4.92215 -3.04235 0.98944 -0.001 -0.003 0.008 0.00
H 2.39450 -3.69275 -0.61745 0.012 -0.016 0.028 0.01
H 1.01935 -3.90452 0.44421 0.008 0.010 -0.010 0.00
H 2.60389 -4.45233 0.96746 -0.004 -0.002 0.014 0.00
H 1.56612 -3.10820 2.92685 -0.005 0.018 -0.010 0.00
H 1.38794 -1.92198 4.99105 -0.007 0.017 -0.007 0.00
H 1.36622 -0.15041 4.91344 0.009 0.003 0.009 0.00
H 2.85995 -0.99455 5.25468 0.002 -0.005 -0.002 0.00
H 3.12621 0.85777 3.13850 -0.005 0.003 0.002 0.00
H 3.91513 1.96452 1.31604 0.004 0.001 0.003 0.00
H 3.51653 1.44277 -0.32527 -0.006 0.013 -0.015 0.01
H 4.99275 0.87821 0.44058 -0.002 0.006 -0.011 0.00
C 2.06055 5.37298 -7.00599 0.005 -0.008 0.011 0.00
C 1.01055 4.25580 -7.10010 0.016 -0.039 -0.005 0.00
C 1.57317 3.14721 -7.99747 -0.007 0.006 -0.007 0.00
C -0.24842 4.83649 -7.76098 0.003 0.004 0.015 0.00
C 0.64525 3.70686 -5.68216 0.031 -0.019 0.014 0.00
O 0.26034 4.77429 -4.82234 -0.030 -0.027 -0.028 0.00
C -0.47091 2.62090 -5.74537 0.009 -0.005 0.031 0.00
C -1.80864 3.01102 -5.10535 -0.030 -0.012 0.012 0.00
C -1.88270 2.77323 -3.61529 -0.029 -0.001 0.019 0.00
C -1.77506 3.81853 -2.69369 0.009 0.041 0.037 0.00
C -1.95796 3.60790 -1.33844 -0.012 0.013 -0.003 0.00
C -2.24833 2.32553 -0.88916 -0.024 -0.009 -0.016 0.00
Cl -2.66607 2.08035 0.79249 -0.118 0.029 -0.006 0.00
C -2.31919 1.25631 -1.77043 -0.052 0.010 0.005 0.00
C -2.12761 1.49377 -3.12913 -0.012 0.002 0.011 0.00
C 1.89576 3.11290 -5.00662 0.051 0.020 0.037 0.00
N 1.66825 2.87793 -3.57992 -0.063 0.013 0.013 0.00
C 1.13757 1.82122 -2.99397 0.036 0.023 0.023 0.00
N 0.98606 2.07752 -1.69239 0.128 -0.043 -0.064 0.00
C 1.46999 3.35198 -1.55124 -0.005 -0.017 -0.036 0.00
N 1.89423 3.85846 -2.66963 -0.004 0.019 -0.015 0.00
H 2.14534 5.86577 -7.97443 0.006 -0.005 -0.002 0.00
H 3.05229 4.98917 -6.76316 0.001 0.001 0.013 0.00
H 1.80149 6.13223 -6.26821 -0.005 0.007 -0.011 0.00
H 1.78774 3.56056 -8.98326 0.000 0.000 0.000 0.00
H 0.87845 2.31923 -8.14187 0.002 0.001 -0.002 0.00
H 2.51319 2.74692 -7.61319 0.002 0.001 0.000 0.00
H 0.01092 5.22179 -8.74677 0.001 -0.008 -0.001 0.00
H -0.67131 5.68154 -7.20893 0.003 0.004 -0.006 0.00
H -1.03545 4.09516 -7.89922 -0.008 -0.002 0.006 0.00
H -0.15096 5.46554 -5.35237 0.027 0.019 -0.002 0.00
H -0.12967 1.69674 -5.27086 0.010 -0.009 -0.048 0.00
H -0.64632 2.34554 -6.78210 -0.034 0.027 -0.016 0.00
H -2.59598 2.41775 -5.57450 0.013 -0.024 0.004 0.00
H -2.04381 4.05262 -5.31786 -0.007 0.003 -0.006 0.00
H -1.56684 4.81880 -3.04788 -0.006 -0.011 -0.005 0.00
H -1.92595 4.43487 -0.64142 -0.004 -0.003 0.002 0.00
H -2.59922 0.27111 -1.42039 -0.003 0.010 -0.009 0.00
H -2.22639 0.66466 -3.82107 -0.004 -0.001 -0.005 0.00
H 2.73542 3.79837 -5.06486 0.004 0.010 0.027 0.00
H 2.16873 2.16073 -5.45735 0.005 0.009 -0.008 0.00
H 0.89355 0.88701 -3.46981 -0.012 0.008 -0.001 0.00
H 1.50302 3.87429 -0.61162 0.007 0.002 0.003 0.00
```
Forces are in eV/Å.

Summary:
* spin multiplicity: 2
* total charge: +2
* ⟨S²⟩: 0.76

So what do the calculations give for energy above the lowest of the compared OMol25 structures with the same formula, charge and spin? Going down the list: 0.0 0.0 13.0 88.3 0.0 kcal/mol.
So what do the calculations give for molecular weight? Going down the list: 356.8 682.0 133.2 100.1 847.9 g mol⁻¹.
So what do the calculations give for max |F|? Going down the list: 0.0192 0.0611 0.0262 0.0758 0.0029 hartree/bohr.